The following is a DFT calculation (ωB97M-V with the def2-TZVPD basis set) of a cluster of 2 separate species, C36H51Cl2N4O2S2 in total.

Positions of all 97 atoms, in Å:
C  -5.665  -0.987  7.883
O  -5.987  -0.789  6.435
C  -5.058  -1.585  5.600
C  -5.816  -2.648  4.589
C  -7.120  -2.023  3.816
C  -6.744  -0.973  2.593
C  -6.629  -1.706  1.131
C  -5.076  -2.127  0.768
C  -4.176  -0.916  0.124
C  -3.576  -1.217  -1.373
C  -2.840  -2.673  -1.547
N  -1.494  -2.772  -0.839
C  -1.480  -3.489  0.499
C  -0.047  -3.665  1.286
N  -0.004  -4.415  2.599
C  1.314  -3.029  0.586
C  2.782  -3.184  1.371
C  2.754  -2.066  2.607
C  2.713  -2.801  4.107
N  1.684  -2.422  5.190
O  3.602  -3.755  4.465
C  1.194  -2.246  -0.866
C  2.570  -1.616  -1.557
C  2.256  -0.424  -2.656
C  1.684  0.880  -1.838
S  3.080  1.687  -0.875
C  2.596  3.386  -0.242
S  1.854  3.461  1.324
N  2.821  4.706  -0.945
C  2.158  4.588  -2.300
C  0.490  4.712  -2.318
C  -0.405  4.622  -3.692
C  0.351  4.408  -5.157
C  2.015  4.244  -5.149
C  2.906  4.327  -3.736
C  4.282  5.088  -1.033
C  5.521  4.244  -0.293
C  7.112  4.734  -0.407
C  7.582  6.053  -1.264
C  6.359  6.920  -1.994
C  4.787  6.451  -1.862
C  -0.297  -2.176  -1.546
H  -6.291  -0.228  8.535
H  -5.919  -2.063  8.271
H  -4.532  -0.786  8.108
H  -4.436  -2.254  6.366
H  -4.277  -0.894  5.064
H  -5.019  -3.127  3.874
H  -6.211  -3.527  5.291
H  -7.742  -1.412  4.605
H  -7.767  -2.939  3.445
H  -7.636  -0.187  2.567
H  -5.747  -0.397  2.802
H  -7.042  -1.087  0.228
H  -7.258  -2.713  1.181
H  -4.580  -2.452  1.803
H  -5.134  -3.094  0.106
H  -3.258  -0.638  0.833
H  -4.880  0.038  0.022
H  -4.412  -1.036  -2.174
H  -2.734  -0.396  -1.574
H  -3.481  -3.597  -1.225
H  -2.618  -2.811  -2.710
H  -2.430  -3.975  1.018
H  0.003  -3.680  3.364
H  -0.971  -4.848  2.697
H  2.790  -4.300  1.772
H  3.689  -2.985  0.657
H  1.786  -1.392  2.444
H  3.759  -1.436  2.489
H  1.025  -1.695  4.807
H  1.114  -3.264  5.451
H  3.207  -1.195  -0.642
H  3.183  -2.513  -2.002
H  1.427  -0.788  -3.411
H  3.196  -0.113  -3.300
H  1.226  1.724  -2.547
H  0.784  0.511  -1.174
H  -0.081  4.866  -1.283
H  -1.578  4.718  -3.573
H  -0.292  4.378  -6.157
H  2.539  4.080  -6.198
H  4.080  4.233  -3.776
H  5.321  3.289  0.352
H  7.947  4.098  0.158
H  8.718  6.326  -1.329
H  6.598  7.891  -2.641
H  3.942  7.094  -2.395
H  -0.435  -1.631  -2.592
Cl  4.178  1.392  -5.218
C  4.949  0.330  -6.423
C  4.202  -0.983  -6.591
Cl  4.339  -2.024  -5.153
H  5.987  0.167  -6.117
H  4.955  0.879  -7.369
H  4.624  -1.545  -7.430
H  3.139  -0.820  -6.792

Output
total energy	-94892.05118	eV
2S+1	1
total charge	+1
max |F|	8.65	eV/A
Kohn-Sham gap	5.26	eV
LUMO energy	-0.160	hartree

The following is a DFT calculation (ωB97M-V with the def2-TZVPD basis set) of a structure of composition C52H44BrCl3F5N4O2S2SiTi.

Positions of all 115 atoms, in Å:
Ti  0.526  -0.380  0.682
C  -1.030  -0.042  -7.215
C  -0.322  0.703  -6.072
C  0.614  1.767  -6.660
C  -1.400  1.393  -5.237
C  0.496  -0.283  -5.236
C  1.333  -1.197  -5.900
C  2.040  -2.164  -5.223
C  1.917  -2.222  -3.840
S  2.617  -3.348  -2.737
C  1.840  -2.513  -1.418
N  1.121  -1.487  -1.760
C  1.136  -1.297  -3.142
C  0.435  -0.318  -3.853
C  2.166  -2.881  -0.039
C  2.875  -4.059  0.205
C  3.441  -4.288  1.445
C  3.302  -3.325  2.435
C  2.523  -2.200  2.201
C  1.910  -1.937  0.970
H  -1.692  0.646  -7.748
H  -1.632  -0.864  -6.823
H  -0.327  -0.451  -7.941
H  0.045  2.493  -7.247
H  1.367  1.317  -7.311
H  1.137  2.302  -5.862
H  -2.039  1.993  -5.888
H  -0.962  2.063  -4.498
H  -2.025  0.665  -4.715
H  1.432  -1.148  -6.976
H  2.677  -2.861  -5.753
H  -0.165  0.379  -3.289
H  3.005  -4.789  -0.588
H  4.000  -5.197  1.634
H  3.784  -3.466  3.396
H  2.374  -1.508  3.026
C  4.313  2.778  2.340
C  2.846  2.493  2.521
C  1.968  3.455  2.988
C  0.661  3.095  3.234
C  0.250  1.816  2.906
Br  -1.490  1.373  3.491
N  1.025  0.904  2.307
C  2.337  1.245  2.219
H  4.818  2.850  3.305
H  4.455  3.726  1.818
H  4.797  1.994  1.758
H  2.311  4.462  3.196
H  -0.043  3.779  3.684
H  3.004  0.459  1.895
F  0.691  2.733  -0.029
C  1.761  2.174  -0.652
C  2.052  0.825  -0.456
C  3.283  0.487  -1.015
F  3.844  -0.724  -0.822
C  4.075  1.332  -1.777
F  5.225  0.899  -2.310
C  3.689  2.642  -1.971
F  4.445  3.484  -2.684
C  2.526  3.075  -1.371
F  2.182  4.373  -1.460
Cl  -1.109  -3.733  -1.482
Si  -1.410  -1.862  -0.495
Cl  -2.407  -0.779  -2.049
Cl  -3.236  -2.490  0.519
C  -4.816  3.795  -0.728
N  -4.099  2.774  0.008
N  -2.737  2.562  -0.115
C  -2.411  1.359  0.454
O  -1.230  0.948  0.474
C  -3.624  0.832  0.970
C  -4.621  1.707  0.652
C  -6.086  1.599  0.893
C  -1.867  3.494  -0.742
C  -1.701  4.754  -0.185
C  -0.848  5.660  -0.794
C  -0.152  5.297  -1.938
C  -0.313  4.028  -2.477
C  -1.180  3.121  -1.886
H  -4.113  4.372  -1.319
H  -5.334  4.469  -0.046
H  -5.543  3.341  -1.403
H  -3.726  -0.105  1.487
H  -6.291  0.688  1.449
H  -6.635  1.555  -0.050
H  -6.461  2.452  1.463
H  -2.231  5.015  0.723
H  -0.715  6.647  -0.367
H  0.533  5.996  -2.399
H  0.244  3.745  -3.361
H  -1.323  2.119  -2.274
O  -0.270  -1.560  2.538
S  -0.957  -2.875  2.788
C  -1.905  -2.706  4.296
C  -1.528  -1.809  5.283
C  -2.292  -1.719  6.437
C  -3.423  -2.514  6.589
C  -3.795  -3.399  5.586
C  -3.036  -3.496  4.428
C  0.245  -4.076  3.375
C  0.926  -3.988  4.582
C  1.790  -5.005  4.945
C  1.977  -6.099  4.104
C  1.306  -6.171  2.894
C  0.434  -5.155  2.525
H  -0.663  -1.179  5.132
H  -2.007  -1.026  7.219
H  -4.021  -2.435  7.488
H  -4.682  -4.010  5.702
H  -3.320  -4.172  3.630
H  0.781  -3.140  5.239
H  2.322  -4.948  5.887
H  2.650  -6.895  4.398
H  1.460  -7.016  2.235
H  -0.095  -5.194  1.579

Output
energy relative to the best compared isomer or geometry (same formula, charge and spin)	0.000	eV
total energy	-238558.22375	eV
2S+1	2
max |F|	1.95	eV/A
Kohn-Sham gap (alpha / beta)	7.25 / 7.48	eV
LUMO energy (alpha / beta)	0.001 / -0.002	hartree

The following is a DFT calculation (ωB97M-V with the def2-TZVPD basis set) of a cluster of 2 separate species, H4O2 in total.

Positions of all 6 atoms, in Å:
H  1.001  0.069  -1.595
H  0.882  -0.312  -3.130
O  0.552  0.255  -2.425
H  -0.772  0.071  3.182
H  -1.103  0.195  1.654
O  -0.560  -0.279  2.314

Output
energy relative to the best compared isomer or geometry (same formula, charge and spin)	0.218	eV
total energy	-4159.72086	eV
2S+1	1
max |F|	0.90	eV/A
Kohn-Sham gap	12.42	eV
LUMO energy	0.031	hartree

The following is a DFT calculation (ωB97M-V with the def2-TZVPD basis set) of a cluster of 5 separate species, C17H48N6O5 in total.

Positions of all 76 atoms, in Å:
C  3.846  -3.630  -2.213
C  5.263  -2.907  -2.097
C  6.194  -3.288  -3.249
O  7.607  -2.909  -3.119
C  8.435  -3.398  -2.035
N  4.962  -1.497  -2.073
H  3.013  -3.366  -1.563
H  4.015  -4.665  -1.917
H  3.404  -3.676  -3.209
H  5.774  -3.164  -1.169
H  5.850  -2.869  -4.195
H  6.185  -4.377  -3.295
H  8.456  -4.481  -2.158
H  8.303  -3.106  -0.993
H  9.472  -3.117  -2.220
H  5.788  -0.915  -2.081
H  4.481  -1.314  -2.942
C  2.867  -3.943  3.293
C  1.445  -3.649  3.816
C  1.020  -2.195  3.568
O  1.910  -1.200  4.017
C  1.816  -0.935  5.408
N  0.644  -4.631  3.093
H  3.055  -3.395  2.369
H  3.049  -4.983  3.022
H  3.580  -3.714  4.085
H  1.237  -3.844  4.868
H  0.002  -1.958  3.877
H  1.036  -2.055  2.488
H  0.804  -1.095  5.780
H  2.176  0.052  5.699
H  2.428  -1.709  5.872
H  -0.328  -4.356  3.116
H  0.947  -4.584  2.131
C  1.242  7.068  2.411
C  0.413  6.343  1.316
C  0.872  4.934  1.009
O  0.184  4.385  -0.067
C  0.632  3.023  -0.305
N  -0.987  6.343  1.711
H  1.590  6.385  3.187
H  0.742  7.952  2.806
H  2.184  7.489  2.058
H  0.462  6.854  0.354
H  0.789  4.298  1.890
H  1.945  4.954  0.818
H  1.071  2.270  0.350
H  1.306  3.121  -1.157
H  -0.253  2.523  -0.699
H  -1.126  5.641  0.999
H  -1.077  5.901  2.615
C  -5.547  2.969  -0.763
C  -5.930  1.773  -1.680
C  -7.195  1.998  -2.589
O  -8.361  1.834  -1.757
C  -9.564  1.887  -2.545
N  -4.761  1.528  -2.597
H  -6.351  3.028  -0.029
H  -5.480  3.946  -1.241
H  -4.564  2.738  -0.353
H  -6.202  0.947  -1.023
H  -7.122  1.278  -3.404
H  -7.142  2.829  -3.292
H  -9.622  0.983  -3.152
H  -9.676  2.744  -3.208
H  -10.491  1.991  -1.982
H  -4.623  2.394  -3.097
H  -5.106  1.028  -3.404
C  -2.396  -3.617  -1.089
O  -2.083  -4.788  -1.014
N  -2.029  -2.687  -1.906
N  -3.237  -3.056  -0.264
H  -2.357  -1.732  -1.890
H  -1.399  -2.875  -2.673
H  -3.579  -2.164  -0.592
H  -3.908  -3.584  0.275

Output
energy relative to the best compared isomer or geometry (same formula, charge and spin)	4.269	eV
total energy	-37580.64493	eV
2S+1	1
max |F|	6.45	eV/A
Kohn-Sham gap	9.22	eV
LUMO energy	0.010	hartree

The following is a DFT calculation (ωB97M-V with the def2-TZVPD basis set) of a structure of composition C8H9N5P.

Positions of all 23 atoms, in Å:
C  1.499  -0.006  3.592
C  -1.136  -1.316  -3.122
C  -0.051  -1.954  -2.481
C  -1.677  -0.140  -2.643
C  -0.287  -0.447  -0.841
C  0.780  -0.303  1.394
C  -0.224  2.948  1.147
C  0.656  0.377  2.551
N  2.351  -0.163  4.378
N  0.373  -1.492  -1.290
N  -1.216  0.288  -1.472
N  0.012  0.200  0.319
N  1.648  -1.214  0.981
P  -0.890  1.688  0.151
H  -1.529  -1.786  -3.927
H  0.445  -2.808  -2.919
H  -2.501  0.207  -3.221
H  -0.741  3.868  1.091
H  0.840  2.791  1.297
H  -0.142  1.089  2.735
H  2.322  -1.446  1.813
H  1.717  -1.753  0.144
H  -2.248  1.373  0.325

Output
energy relative to the best compared isomer or geometry (same formula, charge and spin)	0.164	eV
total energy	-25170.89362	eV
2S+1	1
total charge	+1
max |F|	5.99	eV/A
Kohn-Sham gap (alpha / beta)	6.01 / 6.01	eV
LUMO energy (alpha / beta)	-0.214 / -0.214	hartree

The following is a DFT calculation (ωB97M-V with the def2-TZVPD basis set) of the molecule C8H10BrOP.

Positions of all 21 atoms, in Å:
C  -2.709  2.121  -0.217
C  -1.933  1.996  0.874
C  -2.471  1.429  -1.405
C  -0.715  1.327  0.762
C  -1.341  0.633  -1.488
C  -0.481  0.544  -0.384
C  2.622  -2.534  0.534
C  1.450  -1.616  0.912
O  1.308  -0.881  -2.186
P  1.134  -0.348  -0.560
Br  2.634  1.140  -0.059
H  -3.695  2.523  -0.065
H  -2.121  2.475  1.757
H  -3.351  1.336  -2.156
H  -0.139  1.105  1.700
H  -1.090  0.052  -2.274
H  2.763  -3.254  1.336
H  2.591  -2.990  -0.396
H  3.443  -1.912  0.651
H  1.688  -1.003  1.758
H  0.414  -2.143  0.906

Output
energy relative to the best compared isomer or geometry (same formula, charge and spin)	0.000	eV
total energy	-89836.38601	eV
2S+1	1
max |F|	7.39	eV/A
Kohn-Sham gap	9.89	eV
LUMO energy	0.010	hartree